Entry 1:
134
Properties=species:S:1:pos:R:3:forces:R:3 method="wB97M-V/def2-TZVPD" smiles="[H]/N=C/C[C@]1(OCCNC[C@H](C)O)C(=O)O[C@@](F)(P(=O)(O)O)[C@@]1(Cl)N=C=O.CCOS(C)(=O)=O.CCOS(C)(=O)=O.CCOS(C)(=O)=O.CCOS(C)(=O)=O.CCOS(C)(=O)=O.CCOS(C)(=O)=O"
C -2.918845 2.335140 1.087436 -0.1 0.2 -0.3
C -4.324119 1.766326 0.998894 0.4 -0.3 0.2
O -5.150260 2.342438 2.001599 0.0 0.1 -0.1
C -4.267967 0.243100 1.116635 -0.1 0.2 -0.1
N -5.586576 -0.362070 1.284058 0.4 -0.3 -0.4
C -6.273398 -0.511056 -0.001236 -0.3 0.0 -0.1
C -7.674307 0.062189 -0.012823 0.1 -0.1 0.0
O -7.579341 1.446664 -0.321464 -0.1 0.0 -0.1
C -8.748073 2.219310 -0.420209 0.2 0.3 0.0
C -8.273027 3.435355 -1.220749 0.0 -0.1 -0.1
C -9.274068 4.326878 -1.885510 -0.2 0.5 0.1
N -9.242534 5.579866 -1.701247 0.1 -0.1 -0.1
C -9.864570 1.464665 -1.128234 -0.2 -0.2 0.0
O -10.016582 1.274832 -2.290480 0.2 0.0 0.0
O -10.736633 0.949790 -0.210385 0.0 -0.3 0.0
C -10.557311 1.427693 1.090312 0.1 0.2 0.1
F -11.719405 2.063261 1.408047 -0.1 0.0 0.0
P -10.591957 0.026550 2.371156 -0.6 -0.1 0.0
O -11.690105 0.190461 3.322596 0.2 0.1 0.0
O -10.668517 -1.221184 1.397687 0.3 0.0 0.1
O -9.188569 -0.154219 3.089630 0.2 0.0 -0.1
C -9.365677 2.486138 0.990384 0.0 0.1 -0.1
Cl -10.144978 4.104197 1.068290 0.1 0.1 -0.2
N -8.337520 2.422061 1.968896 -0.6 0.0 0.3
C -8.419724 2.910139 3.079130 0.4 -0.4 -0.3
O -8.381704 3.309560 4.162383 0.0 0.2 0.3
H -2.977129 3.422021 1.087540 0.0 0.1 0.0
H -2.312307 2.053099 0.228406 0.1 -0.1 0.0
H -2.421050 2.004246 1.999900 0.0 0.0 0.1
H -4.739464 2.027955 0.025470 -0.3 0.1 0.1
H -4.610769 2.447505 2.791957 0.0 0.0 0.0
H -3.621456 -0.018947 1.954235 -0.1 -0.1 0.2
H -3.775561 -0.141421 0.213069 0.2 0.0 0.0
H -5.424216 -1.292966 1.643343 -0.1 0.0 0.2
H -5.724043 -0.026067 -0.809246 0.1 0.0 0.0
H -6.366618 -1.562050 -0.279510 0.1 -0.1 0.0
H -8.100313 -0.098133 0.969542 -0.2 0.0 0.3
H -8.264386 -0.461388 -0.769569 -0.2 0.1 -0.1
H -7.595182 4.030119 -0.615185 0.0 0.1 0.2
H -7.682128 2.977096 -2.015065 0.1 0.0 -0.1
H -9.995971 3.872824 -2.564196 0.0 -0.2 0.0
H -9.958417 6.039268 -2.260998 0.0 0.0 0.0
H -10.658317 -2.038281 1.917193 -0.1 -0.1 -0.2
H -9.220446 0.210431 3.985099 0.0 0.0 0.0
O -1.705202 -2.298315 2.456263 -0.3 0.0 0.0
S -1.416365 -3.689378 2.264631 0.4 -0.1 0.1
O -2.199959 -4.458730 1.347147 -0.1 0.1 0.0
O -1.397278 -4.414933 3.677153 0.0 0.0 0.0
C -2.544683 -4.220125 4.538472 -0.2 0.0 0.2
C -3.725188 -5.078351 4.136134 0.0 0.0 -0.1
C 0.287206 -3.874809 1.884715 0.1 -0.1 0.0
H -2.801001 -3.160044 4.554294 0.0 0.0 -0.1
H -2.186684 -4.490108 5.529489 0.1 0.0 0.0
H -4.139271 -4.763215 3.179594 0.0 0.0 0.0
H -4.505758 -5.001847 4.893569 0.0 0.0 0.0
H -3.424542 -6.121381 4.042097 0.0 0.0 0.1
H 0.876377 -3.321865 2.609639 0.0 0.0 0.0
H 0.436727 -3.462341 0.889109 0.0 0.0 0.0
H 0.543506 -4.930718 1.897618 0.0 0.0 0.0
O -4.395301 -1.641597 -3.166125 -0.1 0.0 0.1
S -3.699091 -2.589557 -3.982685 0.2 0.0 -0.1
O -4.072045 -3.969730 -3.928251 -0.1 0.0 0.0
O -2.141012 -2.447483 -3.743245 0.0 0.1 0.0
C -1.652930 -2.506327 -2.376557 0.2 0.0 0.3
C -1.595937 -3.925278 -1.859231 -0.2 -0.1 -0.1
C -3.714413 -2.048809 -5.655879 0.0 0.0 0.0
H -2.269091 -1.867476 -1.742896 -0.1 0.0 -0.1
H -0.661128 -2.062457 -2.421351 0.0 0.1 -0.2
H -2.596054 -4.334734 -1.729730 0.0 0.0 0.1
H -1.100914 -3.943493 -0.890970 0.0 0.0 0.0
H -1.060120 -4.577802 -2.549341 0.1 0.1 0.0
H -3.390936 -1.012530 -5.688677 0.0 0.0 0.0
H -4.739458 -2.144450 -6.006502 0.0 0.0 0.0
H -3.053171 -2.688099 -6.234012 0.0 0.0 0.0
O 3.155369 -2.779831 0.366453 -0.1 0.0 0.0
S 4.203441 -3.650448 0.816668 0.2 0.1 0.0
O 3.942926 -4.543773 1.903798 -0.1 0.0 0.0
O 5.491111 -2.786635 1.126052 0.0 0.0 -0.1
C 5.333474 -1.634832 1.995192 0.0 0.4 0.4
C 5.270999 -2.022489 3.457509 -0.1 -0.2 0.0
C 4.853099 -4.556280 -0.541798 0.0 0.0 0.0
H 4.451549 -1.066961 1.697511 0.0 -0.1 -0.1
H 6.207216 -1.014934 1.812619 0.1 -0.1 -0.2
H 4.357328 -2.568438 3.689353 0.0 0.0 0.0
H 5.302157 -1.122357 4.071299 0.0 0.0 0.0
H 6.116749 -2.657320 3.719050 0.0 0.1 0.0
H 5.080312 -3.863509 -1.346799 0.0 0.0 0.0
H 4.082870 -5.261189 -0.846481 0.0 0.0 0.0
H 5.743059 -5.084773 -0.211614 0.0 0.0 0.0
O 8.676350 0.771305 1.315573 -0.1 0.0 0.1
S 9.729250 -0.073466 1.798616 0.2 0.0 -0.2
O 9.482016 -0.933460 2.916008 -0.1 0.0 0.0
O 11.004862 0.827438 2.100789 0.0 0.0 0.0
C 10.810971 1.989696 2.939830 0.0 0.3 0.2
C 10.737043 1.642209 4.411233 -0.1 -0.1 0.0
C 10.408356 -1.000727 0.473352 0.1 0.0 -0.1
H 9.919299 2.524268 2.607243 0.0 -0.1 0.0
H 11.675982 2.618238 2.734416 0.1 -0.1 -0.1
H 9.833846 1.079828 4.641399 0.0 0.0 0.0
H 10.735187 2.557989 5.002850 0.0 0.0 0.0
H 11.593250 1.034648 4.702207 0.0 0.0 0.0
H 10.624877 -0.320597 -0.347135 0.0 0.0 0.0
H 9.651721 -1.726913 0.184139 0.0 0.0 0.0
H 11.304972 -1.503097 0.826261 0.0 0.0 0.0
O 12.382023 2.744283 -2.162774 0.0 -0.1 0.0
S 10.968079 2.783377 -1.943894 -0.1 0.2 0.0
O 10.254586 1.557578 -1.750482 0.1 -0.2 0.0
O 10.289225 3.612499 -3.111981 0.0 0.0 0.1
C 10.625685 3.244699 -4.473440 0.1 0.0 -0.3
C 9.879156 2.014955 -4.943328 0.0 -0.1 0.2
C 10.582892 3.878843 -0.626178 0.0 0.1 0.0
H 11.705840 3.117881 -4.549841 0.0 0.0 0.1
H 10.350549 4.116686 -5.062277 0.0 0.1 0.1
H 10.206759 1.123029 -4.411781 0.0 0.0 0.0
H 10.057100 1.867209 -6.008613 0.0 0.0 0.0
H 8.808646 2.130548 -4.776064 0.0 0.0 0.0
H 11.092111 4.823202 -0.795455 0.0 0.0 0.0
H 10.940674 3.403427 0.284579 0.0 0.0 0.0
H 9.504901 4.008883 -0.586695 0.0 0.0 0.0
O -0.865486 2.937148 -2.216219 -0.1 0.0 0.0
S -0.120793 2.074793 -3.082762 0.2 0.0 0.1
O -0.446110 0.683253 -3.135165 -0.1 -0.1 0.0
O 1.425152 2.236375 -2.761418 0.0 0.0 -0.1
C 1.827352 2.105023 -1.373395 0.1 0.0 0.3
C 1.898320 0.661672 -0.920371 -0.1 0.0 -0.1
C -0.089543 2.733775 -4.711557 0.0 0.0 0.0
H 1.149877 2.691473 -0.751965 -0.1 0.0 -0.1
H 2.807315 2.575423 -1.333264 0.0 0.0 -0.1
H 0.909172 0.207816 -0.880285 0.0 0.0 0.0
H 2.338710 0.612423 0.075643 0.0 0.0 0.0
H 2.509772 0.072949 -1.603670 0.0 0.0 0.0
H 0.202609 3.778481 -4.660224 0.0 0.0 0.0
H -1.098105 2.635792 -5.106697 0.0 0.0 0.0
H 0.611144 2.155494 -5.307327 0.0 0.0 0.0

***

Entry 2:
105
Properties=species:S:1:pos:R:3:forces:R:3 method="wB97M-V/def2-TZVPD" de_lowest_kj_mol=321.7 charge=-1
C -4.500179 4.906415 1.729589 -0.3 -2.1 -2.7
C -4.634679 4.074487 0.818039 0.4 1.6 2.4
P -4.642978 2.741685 -0.529769 -0.2 0.5 -0.7
O -5.970409 1.859927 0.197120 0.1 0.2 0.0
C -5.580616 0.529873 0.252836 0.3 -0.4 0.5
C -4.064484 0.483236 0.565248 0.8 -0.2 -0.4
C -3.227143 -0.403374 -0.374307 -0.5 0.3 0.1
C -1.737813 -0.193836 -0.125901 -0.3 0.1 -0.2
C -1.126577 0.694325 -1.206012 0.6 -0.7 0.8
C 0.386241 0.773272 -1.000174 -0.7 0.3 -0.3
C 0.725185 1.581138 0.266823 0.4 -0.5 -0.8
C 1.659574 2.755469 -0.013979 0.3 0.1 0.7
C 1.360998 4.001794 0.814767 -0.7 -0.2 -0.4
C 1.118750 3.760761 2.305040 0.7 0.2 -0.3
C 2.080726 2.794408 2.994543 -0.1 0.5 0.4
C 3.297618 3.451092 3.650160 0.0 -0.8 0.8
C 3.691377 2.664347 4.912563 0.3 -0.1 -0.3
C 5.155335 2.863165 5.344055 -0.4 0.1 -0.2
C 6.006750 1.608265 5.202480 -0.2 -0.2 -0.5
C 6.644434 1.484308 3.812396 0.2 -0.1 0.8
O -3.582706 1.803993 0.476706 -0.3 -0.4 -0.1
H -4.312663 5.684942 2.408160 0.0 0.4 0.5
H -5.563099 3.539761 -1.298421 0.1 0.1 0.2
H -3.505007 3.364382 -1.169602 -0.1 0.2 0.3
H -4.658711 1.756333 -1.604955 0.2 -0.2 0.1
H -6.101503 -0.007335 1.045133 -0.3 0.1 0.1
H -5.775320 -0.011548 -0.674040 -0.1 0.0 -0.4
H -3.864819 0.072422 1.559753 -0.2 0.3 0.4
H -3.467475 -0.075277 -1.379143 0.0 0.0 -0.4
H -3.520372 -1.452080 -0.314670 0.0 -0.2 0.3
H -1.609196 0.289122 0.837423 0.0 0.1 0.3
H -1.214603 -1.145175 -0.069636 0.2 -0.2 -0.2
H -1.552831 1.684434 -1.119289 -0.3 0.3 -0.2
H -1.388872 0.240181 -2.153992 0.1 0.2 -0.5
H 0.825925 1.236260 -1.879812 0.2 0.1 -0.1
H 0.764245 -0.242898 -0.946059 0.3 -0.2 0.0
H 1.215006 0.889613 0.939955 0.0 0.0 0.5
H -0.201244 1.894920 0.732495 -0.2 0.3 0.1
H 2.687535 2.462605 0.196011 0.2 -0.2 0.0
H 1.651705 3.001953 -1.067226 -0.2 0.2 -0.3
H 2.109703 4.765636 0.640131 0.4 0.1 0.1
H 0.439881 4.418557 0.413655 -0.2 0.2 0.0
H 1.235174 4.721309 2.797612 -0.1 0.3 0.2
H 0.091252 3.478538 2.474739 -0.3 -0.3 -0.1
H 1.527457 2.307809 3.791173 -0.2 -0.2 0.2
H 2.432539 1.999012 2.350515 0.0 -0.2 -0.3
H 4.170287 3.418256 3.010916 0.1 0.3 -0.5
H 3.090797 4.467234 3.968625 0.0 0.4 -0.3
H 3.537727 1.612061 4.691608 0.0 -0.3 0.0
H 3.009393 2.894714 5.723505 -0.2 0.1 0.2
H 5.571016 3.623555 4.690114 0.2 0.3 0.0
H 5.204089 3.267019 6.346851 0.0 0.0 0.3
H 6.765582 1.537151 5.968860 0.3 0.1 0.2
H 5.356062 0.747617 5.312877 -0.1 -0.3 0.4
H 6.973651 2.464136 3.491157 0.1 0.2 -0.4
H 7.518682 0.845358 3.877938 0.2 -0.2 -0.2
H 5.959820 1.038191 3.104486 -0.2 0.1 -0.3
C -0.555761 -7.823719 2.445163 -0.1 0.1 0.1
O -1.045251 -7.083856 3.545745 0.1 -0.1 -0.2
C -0.026254 -6.534125 4.373086 -0.2 0.1 0.3
C -0.026156 -5.022673 4.297185 -0.1 0.0 -0.3
N 0.433349 -4.563244 2.993219 0.0 0.0 0.1
C 0.257262 -3.128818 2.764571 0.1 -0.1 -0.2
C -1.165909 -2.586136 2.697874 0.1 0.3 0.0
O -1.901685 -3.035298 1.578583 0.0 -0.2 0.1
C -2.586079 -4.260659 1.741732 0.0 0.1 -0.2
H -1.411570 -8.279127 1.949620 0.0 0.0 0.0
H -0.037505 -7.182255 1.724624 0.1 -0.1 0.0
H 0.121895 -8.618118 2.773810 0.0 0.0 0.0
H 0.956325 -6.937295 4.112072 0.0 0.0 -0.1
H -0.249525 -6.834054 5.401693 0.0 0.0 0.0
H 0.641357 -4.627023 5.068445 0.0 0.0 0.0
H -1.045557 -4.679327 4.519581 0.0 0.0 0.2
H -0.070412 -5.065810 2.274591 0.0 0.0 0.0
H 0.741393 -2.896222 1.813020 0.0 0.1 0.0
H 0.805986 -2.583657 3.539144 0.0 0.0 0.0
H -1.091250 -1.501136 2.585097 0.0 0.0 0.0
H -1.728114 -2.759741 3.623753 0.0 -0.1 0.0
H -2.905276 -4.418062 2.775487 0.1 0.0 0.0
H -1.976571 -5.108289 1.411329 0.0 -0.1 0.1
H -3.472288 -4.228527 1.106731 0.0 0.0 0.0
C 1.013341 2.062994 -4.677707 -0.1 -0.1 0.1
O -0.134318 1.239150 -4.676463 0.2 0.1 -0.2
C -1.191731 1.724024 -5.495582 -0.3 -0.2 0.2
C -1.426769 0.789313 -6.661353 0.3 0.0 0.0
N -0.316987 0.837777 -7.609065 -0.1 -0.1 0.0
C -0.361643 -0.198621 -8.634649 0.2 0.2 0.0
C -0.214017 -1.649127 -8.184873 -0.1 -0.1 -0.3
O 1.062305 -1.965222 -7.661509 -0.1 0.0 0.1
C 1.228950 -1.716196 -6.274508 0.2 -0.1 -0.1
H 1.704896 1.663777 -3.937320 0.0 0.0 0.0
H 1.511874 2.063331 -5.654992 0.0 0.1 0.0
H 0.760805 3.090851 -4.400389 0.0 0.0 0.0
H -0.994105 2.742907 -5.839126 0.1 0.0 -0.1
H -2.094110 1.748883 -4.878434 0.0 0.0 0.0
H -2.347438 1.079483 -7.175306 0.0 0.0 0.0
H -1.568904 -0.218396 -6.249156 -0.2 0.0 0.1
H 0.550306 0.745968 -7.097046 0.0 0.0 0.0
H 0.448326 0.011890 -9.338441 0.0 -0.1 0.0
H -1.298442 -0.097796 -9.192092 0.0 0.0 0.0
H -0.335631 -2.277410 -9.072442 0.0 0.0 0.0
H -1.001433 -1.951210 -7.484898 0.0 0.1 0.1
H 0.295896 -1.842496 -5.721169 0.0 0.1 0.0
H 1.628856 -0.715378 -6.093071 -0.1 0.0 0.1
H 1.956350 -2.434845 -5.895635 0.0 0.0 0.0

***

| no. | orbital gap (eV) |
| --- | --- |
| 1 | 8.726 |
| 2 | 6.975 |